(1)
C26H40N3O8P2Re as an isolated structure at a distorted geometry, computed with ωB97M-V/def2-TZVPD.

As for the energy above the lowest of the compared OMol25 structures with the same formula, charge and spin: 0.841 eV. As for the gap between HOMO and LUMO (alpha / beta): 5.3 / 4.0 eV. The calculation puts the HOMO energy (alpha / beta) at -15.5 / -15.5 eV.

Structure (ORCA input):
```
! RIJCOSX wB97M-V def2-TZVPD def2/J DEFGRID3
* xyz 3 4
O 2.07796 0.25246 -0.20344
C 4.09592 0.77003 -4.24706
C -2.79908 -0.75492 -0.33675
C 3.18255 -2.29788 -0.52905
C 0.75072 5.08887 -0.74143
O 3.22062 -0.47189 -2.37924
C 1.09297 -3.25632 -3.44156
C -3.59876 -3.04194 -0.64812
H 3.59007 -4.93705 0.81941
H -0.98607 -3.81798 -3.31102
H 1.44104 1.68950 -4.26547
C 2.47932 -3.84658 -3.59374
H -4.86411 0.54407 0.29496
H -2.59260 -3.30603 -0.94799
O -1.55202 -1.12994 -0.51950
H 5.46425 2.13499 2.16292
C -3.86701 -1.70554 -0.29524
H 3.19000 1.61475 -2.49438
H 3.98079 1.65234 -4.87528
Re 0.03030 0.09029 -0.35792
C -4.58819 -3.98725 -0.62660
O 1.19070 -4.25653 -0.50145
H 0.87954 6.15763 -0.85015
C 4.88969 1.85395 1.28173
H -7.16394 -2.03575 0.46139
H 3.24496 -3.06922 -3.56659
H -2.85324 3.00553 -0.50752
H 5.08461 -0.24215 2.97186
H -0.02761 -4.76357 -4.45351
H 5.09143 0.78255 -3.80647
H 0.92150 -2.51315 -4.21874
H 2.54364 -4.34497 -4.55949
C -0.01592 -4.28788 -3.47397
O 0.65515 -1.82671 0.15873
O -5.57198 -0.10299 0.39300
H 1.18606 -5.07888 2.80858
H 3.61588 -0.56393 2.05228
C 1.83867 4.24865 -0.56510
C -5.19370 -1.32910 0.08324
H 2.48377 2.23735 -0.28006
C 1.63098 0.76232 -3.72627
N -1.85135 1.20577 -0.34043
C -0.51529 4.52065 -0.74178
H -1.40976 5.12272 -0.83331
O 4.60239 0.11354 -0.39980
C 1.15804 -4.37016 1.98290
H 3.82790 1.98706 1.50419
H 3.84959 -2.79901 -1.23151
H 3.02138 -6.15117 -0.35069
C -5.87771 -3.62536 -0.20678
N -3.00444 0.54280 -0.21792
C 1.43409 -5.11525 0.69432
H 0.69715 -5.90405 0.55709
H 6.25400 0.28401 0.75830
H -6.65255 -4.37862 -0.15872
P 1.44172 -2.76133 -0.75274
C -6.17345 -2.33026 0.14300
H 5.18899 2.51443 0.46738
H 2.92277 -6.47376 1.37816
H 1.50289 -0.07026 -4.41801
C 3.03933 0.76416 -3.16320
C -1.90069 2.49246 -0.48793
H 1.91556 -3.60295 2.16940
H 3.48334 -2.54107 0.49004
H 0.17291 -3.90449 1.96617
H 3.99214 -0.11878 -4.86940
N 0.42681 2.31494 -0.49314
H 0.87151 0.65610 -2.93410
C 2.83058 -5.69643 0.62098
C 1.63973 2.88370 -0.44532
C 4.71014 -0.55918 2.00071
C 5.18877 0.41058 0.93743
P 3.26283 -0.51901 -0.82421
H 5.08553 -1.56670 1.81874
O 0.98949 -2.42529 -2.20071
H -4.37567 -5.00058 -0.93511
H 2.84324 4.64336 -0.50470
H 2.67422 -4.59729 -2.82424
H 0.14170 -5.05708 -2.72091
C -0.64170 3.14997 -0.59630
*
```

---

(2)
C26H41BiBrF5N4OS2SbSi3Te as an isolated structure, computed with ωB97M-V/def2-TZVPD.

As for the energy above the lowest of the compared OMol25 structures with the same formula, charge and spin: 0.902 eV. As for the gap between HOMO and LUMO: 7.8 eV. The calculation puts the HOMO energy at -11.1 eV.

Structure (ORCA input):
```
! RIJCOSX wB97M-V def2-TZVPD def2/J DEFGRID3
* xyz 1 1
H -2.76745 1.61162 3.56960
H 1.14151 -4.24754 -0.69223
H 0.62957 -1.96116 -2.78779
H 1.72751 1.19900 3.41739
N 2.88965 -1.21954 -1.15024
H 1.13366 -4.49605 3.71375
C 3.06449 -1.56745 -2.27689
S -1.10282 2.05829 -6.29249
H -2.04001 0.03874 3.87836
C -4.81649 3.27879 -5.31279
H -0.10959 -4.66565 0.49847
C -3.73118 -0.07670 0.97457
H -1.15170 0.82728 -1.51432
C -3.44868 3.29321 -5.55311
C -0.57517 0.99394 -2.42398
H -2.28813 1.51764 -3.57697
C -1.21728 1.37927 -3.58148
H -1.01865 1.44797 3.52209
Si 0.25964 -2.36953 3.05673
H -0.51383 -3.20407 -3.29836
H -3.84259 -0.16857 -0.10730
H -4.50316 0.61676 1.32132
Sb -0.18625 -1.04660 0.83372
H -3.92531 -1.04788 1.43082
C -2.85116 2.11713 -5.97345
N -5.57731 2.19767 -5.46704
C -0.40712 -2.29988 -2.69011
F 5.07773 -0.28045 -0.11022
S 3.27874 -2.03861 -3.77569
F 5.95759 -0.58798 2.12396
N 1.71818 2.51429 1.84670
H -5.63266 0.21892 -6.02176
C 0.93674 -1.26235 4.37680
H -5.31965 4.17922 -4.98248
H -2.92887 -3.72061 0.04204
H -0.75151 2.43012 0.28861
C -2.69375 -3.07260 -0.80390
Br 1.62953 4.14366 -0.37072
C -4.99003 1.08112 -5.88993
H 4.17504 4.66072 3.88774
Te 4.55281 -1.43828 1.28276
C -1.95365 0.94261 3.27750
C -1.46668 -2.98301 3.40131
F 4.50529 -2.30787 2.91889
H -3.25183 -2.14458 -0.69466
C -3.63096 0.98678 -6.16032
C 2.12367 2.13754 3.06526
H -1.66235 -3.89314 2.83051
O 3.20216 -0.26280 1.62199
H -2.40903 2.34230 -0.34117
C 3.07001 4.47550 2.06648
H -1.54435 -3.24210 4.46201
H 2.54019 0.85493 -3.36608
C -0.45904 1.57720 -4.73531
C 3.47921 4.05416 3.32095
H -2.08865 3.05982 1.23278
H 0.98052 -1.86053 5.29263
H 1.96221 -0.98607 4.12076
H 2.44170 -3.47724 3.11364
C 2.19579 3.65883 1.38100
C 1.47171 1.00767 -3.44347
H 4.07540 3.05672 5.71046
Si -2.07709 0.63949 1.44217
C 0.06769 -4.35691 -0.52530
Bi 2.12511 0.58470 -0.14610
H -2.87037 4.19617 -5.41416
H -0.29281 -5.16092 -1.17320
H 3.42336 5.39788 1.63036
H -3.19538 0.05959 -6.50759
H -1.07425 -1.54105 -3.10211
C 3.44794 2.33683 5.18934
F 3.30664 -2.76701 0.86923
H 0.34733 -0.37338 4.58695
N 0.74446 0.79687 -2.33687
H 2.59133 2.11100 5.82479
H -2.25195 -2.26508 3.17460
C -1.79251 2.25378 0.55655
H -3.05018 -3.56891 -1.71105
H 1.41047 -4.33977 1.98182
H 4.02057 1.41669 5.06555
C 3.00866 2.86220 3.84984
F 5.70551 -2.60649 0.46873
C 0.91903 1.38513 -4.64710
C 1.42162 -3.79940 2.91840
Si -0.85638 -2.81753 -0.97346
H 1.55788 1.52554 -5.50873
*
```

---

(3)
C26H41Br4N5O8Sr as an isolated structure at a distorted geometry, computed with ωB97M-V/def2-TZVPD.

As for the energy above the lowest of the compared OMol25 structures with the same formula, charge and spin: 0.000 eV. As for the gap between HOMO and LUMO: 5.8 eV. The calculation puts the HOMO energy at -13.6 eV.

Structure (ORCA input):
```
! RIJCOSX wB97M-V def2-TZVPD def2/J DEFGRID3
* xyz 2 1
H 15.42143 -18.39364 16.46294
Br 16.84304 -20.29740 17.00217
C 12.83550 -13.80850 21.07540
C 15.61725 -19.96162 22.92424
H 8.90152 -20.27803 21.76292
H 10.82371 -24.87821 22.97355
Br 17.27924 -18.18280 19.79553
C 16.75533 -17.57838 17.99414
H 17.02783 -24.77082 18.25392
C 15.24254 -15.13424 21.37007
N 16.51802 -16.58775 24.29097
H 14.26712 -17.32299 25.36661
O 16.64832 -27.72446 20.66080
C 11.01028 -17.89638 15.77375
H 11.91430 -13.25805 20.92787
C 15.78033 -17.83122 23.99943
H 9.67937 -19.89856 23.23230
C 11.77189 -18.58532 20.34080
H 9.80609 -24.34734 24.40763
C 14.05189 -15.85209 21.41315
N 9.84382 -15.91167 18.36208
C 14.80764 -23.20671 20.24951
C 15.87088 -18.64506 17.41794
H 9.20482 -16.60306 18.76865
O 10.36072 -18.77434 20.17472
H 16.17295 -15.63062 21.61862
H 11.53555 -18.85662 15.61298
O 16.00678 -15.80808 25.05466
N 13.92169 -11.63117 21.23645
H 9.85878 -19.01583 21.64746
C 10.69228 -24.19599 23.80792
C 16.20702 -25.56585 20.06335
H 15.17099 -26.18146 21.83228
O 9.99494 -17.97430 16.73395
N 9.21168 -19.52284 22.37192
H 16.15135 -13.21858 21.50625
C 14.43258 -20.22653 23.59137
H 12.11769 -18.16990 19.38706
H 13.57222 -19.66578 20.66494
H 12.17084 -20.35424 21.49634
C 13.89784 -19.26154 24.43110
H 12.96110 -19.38484 24.95919
H 10.58126 -16.51115 17.93440
Br 10.63108 -21.43785 24.61295
Br 12.09823 -24.70739 25.09023
H 14.06392 -16.93154 21.52379
H 14.25123 -22.27443 20.29121
C 10.98764 -22.80864 23.29999
C 12.85297 -15.19139 21.16942
O 14.76119 -11.07755 21.92120
H 13.87489 -21.13176 23.37986
H 8.40847 -18.94561 22.61964
H 16.29353 -16.59618 18.05112
Sr 9.05933 -19.75678 18.22670
H 9.31937 -15.42234 17.63527
H 17.24575 -18.61835 22.64259
C 12.04005 -16.83958 16.14578
C 14.60344 -18.09550 24.68715
H 12.03605 -22.78092 23.02439
C 16.29726 -18.77349 23.13648
H 15.72660 -22.54960 18.50632
C 14.62125 -24.19957 21.20093
C 15.21762 -13.74530 21.36080
H 10.31028 -22.63146 22.46383
C 14.00872 -13.09260 21.23079
H 16.02360 -20.68230 22.22431
H 12.95364 -16.95047 15.55348
H 10.19149 -15.28484 19.08994
H 10.64128 -17.73231 14.75323
H 15.18570 -19.02144 18.16813
H 11.66726 -15.86850 15.80120
O 17.95974 -26.79058 19.21805
C 12.51360 -19.91026 20.55788
C 16.40476 -24.57708 19.11753
H 11.95988 -17.96084 21.21760
H 12.34266 -16.82525 17.19532
O 17.59532 -16.46774 23.75016
N 17.01587 -26.79525 19.97828
H 17.70188 -17.45586 17.47616
C 15.31097 -25.39824 21.10069
O 13.02989 -11.08282 20.62268
H 11.90741 -15.72390 21.16975
H 13.97132 -24.05405 22.05749
C 15.71453 -23.38261 19.19569
H 12.32477 -20.58257 19.71885
*
```